This record from the OMol25 dataset describes C5H12O2 as an isolated structure. The level of theory is ωB97M-V with the def2-TZVPD basis set.

Last column: natural (NBO) charge in e.
Positions of all 19 atoms, in Å:
C -2.31 0.71 -1.05  -0.247
O -0.96 0.30 -0.98  -0.566
C -0.38 0.52 0.30  -0.069
C 1.07 0.09 0.34  -0.325
C 1.68 0.33 1.72  -0.624
C 0.90 -1.93 -0.58  -0.053
O 0.86 -1.56 -1.87  -0.679
H -2.42 1.78 -0.81  0.170
H -2.65 0.54 -2.07  0.196
H -2.94 0.13 -0.36  0.169
H -0.46 1.60 0.54  0.169
H -0.97 -0.01 1.07  0.168
H 1.64 0.59 -0.45  0.212
H 2.73 0.05 1.75  0.224
H 1.16 -0.26 2.49  0.210
H 1.61 1.39 2.02  0.213
H 1.52 -1.12 0.15  0.232
H -0.10 -2.01 -0.14  0.113
H 0.01 -1.14 -2.07  0.485

* E_HOMO: -7.68 eV
* total charge: 0
* relative energy (zero: lowest compared OMol25 entry of this formula, charge and spin): 115.7 kcal/mol
* LUMO level: 0.8 eV
* electronic energy: -9470.1176 eV